1.
{"formula": "C41H48MnN5OPS3", "method": "the ωB97M-V functional and the def2-TZVPD basis", "symbols": ["Mn", "C", "C", "N", "C", "C", "N", "C", "C", "C", "N", "C", "C", "N", "C", "H", "H", "H", "H", "H", "H", "H", "H", "H", "H", "H", "H", "H", "H", "H", "H", "H", "H", "H", "H", "H", "H", "H", "H", "N", "P", "C", "C", "C", "C", "C", "C", "C", "C", "C", "C", "C", "C", "C", "C", "C", "C", "C", "C", "H", "H", "H", "H", "H", "H", "H", "H", "H", "H", "H", "H", "H", "H", "H", "O", "C", "C", "C", "C", "C", "S", "C", "C", "C", "C", "S", "C", "C", "C", "C", "S", "H", "H", "H", "H", "H", "H", "H", "H", "H"], "xyz": [[0.19, -1.25, -0.23], [2.14, -3.00, -3.58], [2.25, -1.56, -3.10], [2.14, -1.39, -1.65], [3.22, -2.01, -0.88], [2.68, -3.21, -0.14], [1.59, -2.76, 0.74], [0.89, -3.90, 1.38], [-0.13, -4.56, 0.44], [-1.51, -3.92, 0.53], [-1.67, -2.68, -0.27], [-2.36, -2.88, -1.55], [-1.48, -3.56, -2.56], [-0.22, -2.85, -2.69], [0.76, -3.67, -3.42], [2.90, -3.59, -3.07], [2.41, -3.01, -4.63], [1.49, -0.92, -3.56], [3.21, -1.17, -3.44], [2.13, -0.39, -1.46], [3.60, -1.29, -0.15], [4.07, -2.30, -1.50], [3.46, -3.72, 0.43], [2.26, -3.93, -0.85], [1.99, -2.20, 1.49], [0.38, -3.51, 2.25], [1.62, -4.64, 1.72], [-0.21, -5.62, 0.68], [0.24, -4.50, -0.59], [-1.71, -3.65, 1.56], [-2.28, -4.64, 0.23], [-2.24, -2.07, 0.29], [-2.67, -1.89, -1.91], [-3.27, -3.47, -1.41], [-2.01, -3.66, -3.52], [-1.26, -4.58, -2.23], [-0.38, -1.99, -3.20], [0.37, -3.94, -4.40], [0.87, -4.60, -2.87], [0.63, 0.48, -0.61], [0.51, 2.03, -0.74], [-0.90, 2.65, -1.70], [-1.67, 1.72, -2.39], [-2.72, 2.13, -3.20], [-3.00, 3.48, -3.34], [-2.23, 4.42, -2.67], [-1.18, 4.01, -1.86], [1.99, 2.57, -1.64], [1.97, 3.58, -2.61], [3.14, 3.95, -3.27], [4.34, 3.31, -2.98], [4.37, 2.31, -2.02], [3.21, 1.94, -1.36], [0.58, 2.93, 0.81], [-0.38, 3.75, 1.26], [-0.27, 4.45, 2.54], [0.75, 4.25, 3.36], [1.84, 3.24, 3.08], [1.67, 2.53, 1.71], [-1.45, 0.66, -2.27], [-3.32, 1.39, -3.73], [-3.82, 3.80, -3.97], [-2.44, 5.48, -2.78], [-0.57, 4.75, -1.38], [1.04, 4.07, -2.86], [3.11, 4.73, -4.02], [5.24, 3.60, -3.50], [5.31, 1.81, -1.79], [3.24, 1.14, -0.63], [-1.27, 3.93, 0.66], [-1.04, 5.17, 2.80], [0.84, 4.82, 4.28], [2.81, 3.74, 3.16], [2.62, 2.34, 1.21], [-0.55, -1.01, 1.42], [-1.22, -0.20, 2.35], [-0.23, 0.61, 3.16], [-0.46, 1.30, 4.41], [0.56, 1.98, 4.93], [1.76, 2.02, 4.02], [1.32, 0.83, 2.59], [-2.22, 0.70, 1.64], [-2.68, 1.93, 2.00], [-3.65, 2.46, 1.09], [-3.91, 1.62, 0.05], [-3.02, 0.17, 0.21], [-1.95, -1.19, 3.25], [-3.27, -1.50, 3.35], [-3.53, -2.55, 4.28], [-2.40, -3.00, 4.88], [-1.02, -2.17, 4.32], [-1.41, 1.16, 4.93], [0.61, 2.36, 5.94], [2.69, 1.76, 4.52], [-2.32, 2.47, 2.86], [-4.11, 3.43, 1.19], [-4.57, 1.77, -0.79], [-4.05, -0.99, 2.78], [-4.52, -2.92, 4.51], [-2.30, -3.76, 5.64]], "mulliken_spin": [3.867, 0.001, 0.019, 0.048, 0.011, 0.000, 0.088, 0.017, 0.020, 0.026, 0.043, 0.033, 0.003, 0.026, 0.003, -0.001, 0.000, -0.002, 0.002, -0.032, -0.007, -0.002, 0.003, -0.011, -0.001, 0.001, -0.002, -0.001, -0.009, 0.002, -0.001, -0.025, -0.005, 0.001, 0.000, -0.002, -0.015, -0.001, 0.001, -0.123, 0.091, 0.001, 0.012, 0.001, 0.000, 0.001, -0.004, -0.017, 0.003, 0.000, 0.000, 0.003, 0.018, 0.020, -0.006, 0.000, 0.001, 0.002, 0.004, 0.029, 0.000, 0.000, 0.000, -0.001, 0.000, 0.000, 0.000, 0.000, -0.009, -0.001, 0.000, 0.000, 0.000, -0.003, -0.146, 0.002, -0.023, 0.000, 0.002, -0.001, 0.018, 0.018, 0.004, 0.001, 0.003, 0.010, -0.003, 0.000, 0.000, -0.002, -0.001, 0.000, 0.000, 0.000, 0.001, 0.000, 0.000, 0.000, 0.000, 0.000], "gap_ev": [5.4, 6.6], "max_force_ev_per_a": 0.61, "lumo_energy_ev": [-3.232, -2.047], "charge": 1, "e_tot_ha": -4626.791788, "e_homo_ev": [-8.7, -8.7], "e_above_lowest_kj_mol": 380.3, "spin_multiplicity": 5}


2.
{"formula": "C19H18F5N2PdSSe2", "method": "the ωB97M-V functional and the def2-TZVPD basis", "symbols": ["Pd", "C", "Se", "C", "C", "Se", "C", "H", "H", "H", "H", "H", "H", "H", "H", "H", "H", "N", "C", "C", "C", "C", "C", "C", "C", "C", "N", "C", "H", "H", "H", "H", "H", "H", "H", "H", "F", "C", "C", "F", "C", "F", "C", "S", "C", "F", "C", "F"], "xyz": [[0.24, -0.24, 0.20], [-3.75, -4.94, 0.30], [-2.28, -3.69, 0.08], [-2.11, -3.14, 1.95], [-0.69, -3.23, 2.45], [0.55, -1.76, 2.10], [-0.16, -0.51, 3.40], [-4.60, -4.45, 0.75], [-3.43, -5.79, 0.90], [-4.01, -5.29, -0.70], [-2.73, -3.83, 2.52], [-2.53, -2.14, 2.08], [-0.19, -4.11, 2.06], [-0.65, -3.27, 3.54], [0.09, -0.89, 4.39], [-1.24, -0.40, 3.30], [0.33, 0.45, 3.24], [-2.01, -0.36, -0.51], [-2.26, 0.73, -1.41], [-3.48, 0.98, -1.96], [-3.66, 2.03, -2.88], [-2.60, 2.82, -3.24], [-1.33, 2.61, -2.65], [-0.21, 3.42, -2.94], [0.96, 3.21, -2.28], [1.03, 2.18, -1.33], [0.02, 1.38, -1.06], [-1.17, 1.57, -1.72], [-1.64, -1.15, -1.04], [-2.85, -0.70, -0.06], [-4.32, 0.34, -1.71], [-4.64, 2.20, -3.31], [-2.72, 3.62, -3.95], [-0.30, 4.21, -3.67], [1.84, 3.82, -2.46], [1.94, 2.02, -0.77], [6.61, 2.52, 1.57], [5.61, 1.80, 1.07], [5.63, 1.40, -0.25], [6.65, 1.74, -1.03], [4.59, 0.65, -0.76], [4.64, 0.29, -2.04], [3.50, 0.27, 0.02], [2.27, -0.75, -0.73], [3.51, 0.69, 1.34], [2.49, 0.39, 2.18], [4.54, 1.45, 1.87], [4.50, 1.84, 3.14]], "nbo_charge": [0.548, -0.765, 0.227, -0.585, -0.580, 0.533, -0.797, 0.225, 0.228, 0.244, 0.244, 0.214, 0.253, 0.240, 0.245, 0.226, 0.254, -0.874, 0.194, -0.216, -0.183, -0.165, -0.084, -0.071, -0.262, 0.118, -0.458, 0.119, 0.409, 0.408, 0.229, 0.238, 0.233, 0.236, 0.247, 0.226, -0.269, 0.277, 0.280, -0.271, 0.324, -0.286, -0.315, -0.040, 0.298, -0.323, 0.313, -0.284], "gap_ev": 6.7, "max_force_ev_per_a": 1.17, "lumo_energy_ev": -4.196, "charge": 1, "e_tot_ha": -6672.360310, "e_homo_ev": -10.9, "e_above_lowest_kj_mol": 101.9}


3.
{"formula": "C9H31Br2N11O6Y", "method": "the ωB97M-V functional and the def2-TZVPD basis", "symbols": ["Y", "Br", "Br", "C", "O", "N", "N", "H", "H", "H", "H", "C", "O", "N", "N", "H", "H", "H", "H", "C", "O", "N", "N", "H", "H", "H", "H", "C", "O", "N", "N", "H", "H", "H", "H", "C", "O", "N", "N", "H", "H", "H", "H", "C", "C", "C", "O", "C", "N", "H", "H", "H", "H", "H", "H", "H", "H", "H", "H", "H"], "xyz": [[1.06, -0.03, 0.93], [1.16, 1.99, 4.44], [1.42, -3.88, 2.20], [-2.99, -0.92, 3.88], [-2.06, -0.81, 3.20], [-3.39, -0.09, 4.75], [-3.97, -1.80, 3.74], [-4.22, -0.22, 5.30], [-2.67, 0.57, 5.01], [-4.81, -1.67, 4.29], [-3.73, -2.46, 3.02], [6.12, -0.97, 2.21], [4.93, -0.61, 2.07], [7.10, -0.36, 1.65], [6.44, -2.12, 2.71], [8.06, -0.66, 1.72], [6.82, 0.45, 1.11], [7.42, -2.15, 2.95], [5.75, -2.80, 3.00], [3.32, 4.21, -0.43], [3.02, 3.08, -0.22], [2.52, 4.92, -1.22], [4.32, 4.78, 0.14], [2.94, 5.78, -1.55], [1.95, 4.37, -1.85], [4.75, 4.35, 0.94], [4.29, 5.79, 0.12], [-2.14, 3.71, 0.13], [-1.32, 2.84, 0.12], [-2.80, 4.11, 1.22], [-2.63, 4.26, -1.01], [-3.37, 4.95, 1.17], [-2.40, 3.78, 2.09], [-2.22, 4.02, -1.90], [-3.31, 5.01, -0.97], [3.27, -1.07, -3.51], [2.54, -0.85, -2.56], [3.41, -0.18, -4.48], [3.96, -2.11, -3.74], [3.99, -0.35, -5.29], [2.73, 0.57, -4.51], [4.10, -2.81, -3.03], [4.56, -2.04, -4.55], [-3.17, -0.72, -2.74], [-3.31, -1.47, -1.41], [-4.30, -2.65, -1.39], [-4.10, -3.43, -0.23], [-4.96, -4.58, -0.18], [-1.95, -1.91, -1.02], [-2.22, -0.19, -2.88], [-3.90, 0.05, -2.94], [-3.34, -1.42, -3.55], [-3.73, -0.79, -0.66], [-4.05, -3.37, -2.18], [-5.32, -2.32, -1.58], [-6.00, -4.28, -0.34], [-4.94, -5.00, 0.82], [-4.56, -5.44, -0.72], [-2.36, -2.61, -0.41], [-1.71, -2.46, -1.83]], "nbo_charge": [2.154, -0.643, -0.634, 0.762, -0.682, -0.813, -0.849, 0.386, 0.408, 0.391, 0.409, 0.756, -0.738, -0.812, -0.809, 0.395, 0.412, 0.380, 0.430, 0.762, -0.730, -0.811, -0.797, 0.379, 0.408, 0.422, 0.385, 0.783, -0.720, -0.821, -0.838, 0.394, 0.419, 0.406, 0.392, 0.766, -0.737, -0.829, -0.784, 0.385, 0.405, 0.419, 0.390, -0.629, -0.083, -0.077, -0.563, -0.264, -0.837, 0.219, 0.221, 0.210, 0.192, 0.160, 0.186, 0.185, 0.200, 0.189, 0.391, 0.351], "gap_ev": 5.1, "max_force_ev_per_a": 7.63, "lumo_energy_ev": -5.484, "charge": 1, "e_tot_ha": -6601.356924, "e_homo_ev": -10.6, "e_above_lowest_kj_mol": 1553.3}


4.
{"formula": "C7H11N4O2", "method": "the ωB97M-V functional and the def2-TZVPD basis", "symbols": ["C", "C", "C", "C", "C", "C", "C", "N", "N", "N", "N", "O", "O", "H", "H", "H", "H", "H", "H", "H", "H", "H", "H", "H"], "xyz": [[0.29, -1.20, 0.09], [0.90, 0.13, -0.02], [-1.04, -0.94, 0.24], [-3.25, -0.53, -0.03], [-2.50, 0.76, -0.38], [4.49, -0.21, 0.13], [3.09, -0.65, -0.40], [0.01, 1.13, -0.06], [-1.19, 0.44, 0.09], [-2.29, -1.50, 0.22], [-3.20, 1.95, 0.28], [-4.41, -0.65, 0.16], [2.19, 0.38, -0.10], [0.94, -1.99, 0.30], [-2.33, 1.06, -1.49], [4.52, 0.87, -0.34], [4.59, -0.04, 1.10], [5.26, -0.86, -0.16], [2.91, -1.63, 0.15], [3.31, -0.87, -1.46], [-2.48, -2.44, 0.17], [-4.15, 1.90, 0.06], [-2.69, 2.88, 0.08], [-2.97, 2.01, 1.37]], "nbo_charge": [-0.417, 0.524, 0.362, 0.660, 0.013, -0.597, -0.084, -0.335, -0.251, -0.592, -0.704, -0.497, -0.460, 0.256, 0.260, 0.210, 0.208, 0.221, 0.174, 0.202, 0.444, 0.460, 0.474, 0.469], "gap_ev": 8.6, "max_force_ev_per_a": 6.02, "lumo_energy_ev": -3.833, "charge": 1, "e_tot_ha": -642.512598, "e_homo_ev": -12.4, "smiles": "CCOc1cc2n(n1)[C@H]([NH3+])C(=O)N2", "e_above_lowest_kj_mol": 235.9}


5.
{"formula": "C4H12N2O", "method": "the ωB97M-V functional and the def2-TZVPD basis", "symbols": ["C", "C", "C", "O", "N", "C", "N", "H", "H", "H", "H", "H", "H", "H", "H", "H", "H", "H", "H"], "xyz": [[0.79, 0.33, -0.14], [0.13, 0.09, -1.50], [1.08, -0.83, -2.29], [-1.10, -0.59, -1.55], [-0.17, 0.94, 0.81], [-0.94, 0.08, 1.66], [-0.85, 0.36, 3.15], [1.02, -0.60, 0.39], [1.61, 1.00, -0.40], [0.14, 1.03, -2.07], [0.96, -1.81, -1.78], [2.14, -0.56, -2.31], [0.69, -1.17, -3.25], [-1.71, -0.26, -0.88], [-0.66, 1.77, 0.51], [-1.99, 0.02, 1.36], [-0.52, -0.94, 1.69], [-0.04, -0.18, 3.44], [-0.59, 1.35, 3.18]], "nbo_charge": [-0.225, 0.079, -0.636, -0.717, -0.678, -0.063, -0.829, 0.198, 0.201, 0.149, 0.208, 0.212, 0.225, 0.473, 0.369, 0.158, 0.179, 0.345, 0.351], "gap_ev": 9.7, "max_force_ev_per_a": 2.71, "lumo_energy_ev": 0.904, "e_tot_ha": -344.311425, "e_homo_ev": -8.8, "smiles": "C[C@@H](O)CNCN", "e_above_lowest_kj_mol": 193.2}


6.
{"formula": "C22H18GaN2O8", "method": "the ωB97M-V functional and the def2-TZVPD basis", "symbols": ["Ga", "O", "C", "C", "C", "C", "C", "C", "C", "O", "N", "N", "C", "C", "C", "C", "C", "C", "C", "O", "H", "H", "H", "H", "H", "H", "H", "H", "H", "H", "O", "C", "O", "C", "C", "C", "C", "C", "O", "C", "C", "O", "O", "H", "H", "H", "H", "H", "H", "H", "H"], "xyz": [[0.33, -0.33, 0.10], [-4.44, 0.37, 2.33], [-4.33, -0.97, 2.19], [-5.44, -1.76, 2.47], [-5.37, -3.14, 2.33], [-4.21, -3.74, 1.88], [-3.10, -2.96, 1.61], [-3.13, -1.58, 1.78], [-1.87, -0.84, 1.54], [-0.81, -1.51, 1.31], [-1.88, 0.48, 1.70], [-0.64, 0.95, 1.46], [-0.12, 1.96, 2.06], [1.28, 2.23, 1.98], [1.79, 3.45, 2.43], [3.14, 3.73, 2.39], [4.02, 2.77, 1.91], [3.56, 1.53, 1.53], [2.19, 1.20, 1.55], [1.82, -0.02, 1.28], [-3.56, 0.76, 2.12], [-6.34, -1.27, 2.80], [-6.24, -3.74, 2.58], [-4.17, -4.81, 1.75], [-2.18, -3.40, 1.26], [-0.73, 2.57, 2.73], [1.10, 4.19, 2.80], [3.50, 4.69, 2.74], [5.08, 2.99, 1.87], [4.24, 0.76, 1.19], [2.49, -0.14, -3.32], [1.60, 0.17, -2.55], [1.66, 0.02, -1.28], [0.37, 0.93, -3.09], [0.04, 2.10, -2.15], [-0.88, 3.09, -2.89], [-2.21, 2.30, -2.88], [-1.79, 1.03, -2.12], [-0.84, 1.52, -1.19], [-0.96, 0.14, -3.06], [-0.87, -1.29, -2.48], [-1.11, -2.23, -3.20], [-0.64, -1.38, -1.22], [0.62, 1.26, -4.10], [0.90, 2.54, -1.64], [-0.97, 4.02, -2.33], [-0.52, 3.30, -3.89], [-2.99, 2.84, -2.33], [-2.58, 2.07, -3.88], [-2.59, 0.51, -1.59], [-1.40, 0.06, -4.05]], "nbo_charge": [1.995, -0.710, 0.431, -0.315, -0.180, -0.272, -0.128, -0.239, 0.596, -0.760, -0.488, -0.367, 0.130, -0.242, -0.153, -0.291, -0.180, -0.298, 0.478, -0.841, 0.509, 0.212, 0.202, 0.206, 0.243, 0.177, 0.198, 0.201, 0.203, 0.223, -0.640, 0.809, -0.858, -0.356, 0.092, -0.418, -0.430, 0.083, -0.534, -0.342, 0.816, -0.637, -0.863, 0.230, 0.221, 0.208, 0.207, 0.211, 0.208, 0.223, 0.230], "gap_ev": 7.9, "max_force_ev_per_a": 1.46, "lumo_energy_ev": 2.559, "charge": -1, "e_tot_ha": -3485.595800, "e_homo_ev": -5.4, "e_above_lowest_kj_mol": 51.3}


7.
{"formula": "C4H8O", "method": "the ωB97M-V functional and the def2-TZVPD basis", "symbols": ["O", "C", "C", "C", "C", "H", "H", "H", "H", "H", "H", "H", "H"], "xyz": [[-1.37, -1.49, 1.10], [-0.15, -1.26, 0.75], [0.08, -0.09, -0.11], [1.18, 0.73, -0.64], [-0.07, 1.37, -0.05], [-1.83, -1.05, -0.40], [0.52, -2.10, 0.48], [0.46, -0.65, 1.51], [-1.46, -0.65, -1.03], [2.11, 0.78, -0.08], [1.31, 0.75, -1.72], [0.00, 1.85, 0.92], [-0.79, 1.83, -0.73]], "nbo_charge": [-0.675, -0.081, 0.224, -0.491, -0.484, 0.158, 0.162, 0.275, -0.068, 0.243, 0.248, 0.241, 0.247], "gap_ev": 8.7, "max_force_ev_per_a": 0.27, "lumo_energy_ev": -0.543, "e_tot_ha": -232.229621, "e_homo_ev": -9.2, "e_above_lowest_kj_mol": 567.1}


8.
{"formula": "C19H28N4O4S", "method": "the ωB97M-V functional and the def2-TZVPD basis", "symbols": ["C", "C", "H", "H", "O", "C", "O", "C", "C", "C", "C", "N", "C", "N", "C", "N", "H", "C", "H", "H", "C", "N", "C", "C", "H", "H", "H", "H", "H", "C", "C", "H", "H", "H", "H", "H", "H", "H", "C", "C", "O", "O", "C", "H", "H", "H", "H", "H", "S", "C", "H", "H", "H", "H", "H", "H"], "xyz": [[-7.16, -1.11, 0.83], [-6.24, 0.00, 0.10], [-6.34, 1.04, 0.63], [-6.65, 0.16, -0.96], [-5.00, -0.56, -0.04], [-4.22, 0.34, -0.46], [-4.59, 1.33, -0.89], [-2.83, -0.07, -0.55], [-1.70, 0.45, -1.04], [-0.49, -0.44, -0.65], [-0.94, -1.32, 0.15], [-0.13, -2.33, 0.48], [1.26, -2.39, 0.17], [1.73, -1.12, -0.40], [0.85, -0.31, -1.06], [1.30, 0.63, -1.60], [0.79, 1.26, -1.93], [2.74, 0.91, -1.68], [3.40, 0.24, -1.36], [3.08, 1.10, -2.68], [3.00, 2.29, -1.11], [2.10, 2.51, 0.31], [1.90, 3.90, 0.57], [3.02, 4.71, 1.13], [2.73, 5.83, 0.93], [3.64, 4.28, 1.84], [3.84, 4.53, 0.16], [1.20, 3.91, 1.29], [1.34, 4.21, -0.24], [2.69, 1.53, 1.33], [1.56, 1.43, 2.22], [0.61, 0.98, 1.63], [1.88, 0.56, 2.97], [1.31, 2.07, 2.84], [3.51, 1.92, 1.77], [2.99, 0.81, 0.87], [4.15, 2.37, -0.97], [2.79, 3.14, -1.42], [2.22, -3.17, 0.78], [2.00, -4.30, -0.04], [2.67, -4.61, -1.08], [1.23, -5.30, 0.68], [1.00, -6.57, -0.31], [0.48, -6.40, -1.21], [0.41, -7.13, 0.22], [2.19, -7.07, -0.66], [3.32, -2.91, 0.72], [2.14, -3.66, 1.82], [-2.55, -1.49, 0.35], [-1.72, 1.78, -1.66], [-2.56, 2.20, -1.81], [-1.22, 1.58, -2.78], [-0.73, 2.47, -1.31], [-8.19, -0.91, 0.85], [-6.97, -2.09, 0.29], [-6.83, -1.18, 1.97]], "nbo_charge": [-0.624, -0.092, 0.207, 0.188, -0.482, 0.763, -0.578, -0.347, 0.039, -0.159, -0.026, -0.486, 0.405, -0.576, 0.456, -0.467, 0.381, -0.249, 0.247, 0.210, -0.216, -0.428, -0.256, -0.625, 0.239, 0.228, 0.164, 0.190, 0.198, -0.204, -0.563, 0.211, 0.188, 0.186, 0.165, 0.182, 0.179, 0.172, -0.586, 0.801, -0.585, -0.541, -0.215, 0.190, 0.167, 0.201, 0.279, 0.282, 0.507, -0.575, 0.221, 0.189, 0.210, 0.213, 0.216, 0.206], "gap_ev": 7.9, "max_force_ev_per_a": 14.34, "lumo_energy_ev": 0.059, "e_tot_ha": -1658.419544, "e_homo_ev": -7.9, "smiles": "CCOC(=O)c1sc2nc(CC(=O)OC)nc(NCCN(CC)CC)c2c1C", "e_above_lowest_kj_mol": 1607.0}